i.
An isolated ion of composition C4H9FN3 and charge +1. Source: the Open Molecules 2025 dataset; level of theory: ωB97M-V/def2-TZVPD.

CARTESIAN COORDINATES (ANGSTROEM)
1 H 0.330 0.971 1.733
2 C -1.898 1.485 0.036
3 H 0.816 -1.671 -1.291
4 H -1.747 -0.728 -1.388
5 N 0.139 0.532 0.870
6 C 2.528 -0.489 0.200
7 H 3.081 0.510 -0.094
8 C -1.086 -0.785 -0.462
9 C 1.049 -0.346 0.195
10 H 3.001 -0.847 1.130
11 N -1.155 0.352 0.427
12 H -2.993 1.269 0.120
13 F -1.768 -1.867 0.211
14 N 0.313 -1.051 -0.711
15 H -1.805 1.703 -0.989
16 H -1.595 2.330 0.571
17 H 2.792 -1.366 -0.559

The charge is +1. Its structure (SMILES) is CC1=[NH+][C@@H](F)N(C)N1. The calculation puts the lowest unoccupied orbital energy at -4.3 eV. Its HOMO energy is -13.81 eV.

Here are the Mulliken charges for atoms 1 to 2, given in e:
1 H 0.27
2 C -0.88

***

ii.
A 2-piece molecular cluster, C4H9FN3 overall. Source: the Open Molecules 2025 dataset; level of theory: ωB97M-V/def2-TZVPD.

CARTESIAN COORDINATES (ANGSTROEM)
1 H 0.177 2.695 1.685
2 H 2.635 -1.389 -0.680
3 N 0.008 -1.168 -0.368
4 C 1.275 -0.994 0.284
5 C 0.005 0.804 0.782
6 C -0.584 1.878 1.515
7 C -0.195 -2.112 -1.437
8 H -1.539 0.023 -0.502
9 F 1.470 -1.897 1.335
10 N -0.750 -0.075 0.106
11 H -0.244 -1.639 -2.376
12 H -0.962 1.543 2.414
13 H 0.595 -2.783 -1.539
14 H -1.375 2.449 1.010
15 H 1.905 0.579 1.729
16 N 1.227 0.282 0.926
17 H -1.200 -2.615 -1.329

The charge is +1. The calculation puts the lowest unoccupied orbital energy at -3.9 eV. Its HOMO energy is -13.38 eV.

Here are the Mulliken charges for atoms 1 to 2, given in e:
1 H 0.37
2 H 0.35

***

Least stable structure: ii

***

i.
C2H4BrFO as an isolated structure. Source: the Open Molecules 2025 dataset; level of theory: ωB97M-V/def2-TZVPD.

CARTESIAN COORDINATES (ANGSTROEM)
1 H 0.615 0.505 1.438
2 H 1.624 0.016 -0.026
3 F 0.388 -2.074 -0.142
4 Br -2.362 0.815 -0.128
5 O -0.737 -1.505 0.420
6 C -0.636 0.100 -0.345
7 C 0.697 0.544 0.266
8 H 0.788 1.649 -0.042
9 H -0.378 -0.050 -1.440

The calculation puts the lowest unoccupied orbital energy at 0.7 eV. Its HOMO energy is -10.62 eV.

Here are the Mulliken charges for atoms 1 to 2, given in e:
1 H 0.27
2 H 0.31

***

ii.
A 2-piece molecular cluster, C2H4BrFO overall. Source: the Open Molecules 2025 dataset; level of theory: ωB97M-V/def2-TZVPD.

CARTESIAN COORDINATES (ANGSTROEM)
1 C 0.372 -0.829 1.184
2 H -1.195 1.440 -1.661
3 H -2.352 0.738 -0.887
4 Br 2.579 0.872 0.328
5 C 1.060 -0.313 0.151
6 O -1.477 0.588 -1.287
7 H 0.553 -0.328 2.237
8 H -0.524 -1.437 1.058
9 F 0.985 -0.731 -1.124

Its structure (SMILES) is C=C(F)Br.O. The calculation puts the lowest unoccupied orbital energy at 0.7 eV. Its HOMO energy is -9.60 eV.

Here are the Mulliken charges for atoms 1 to 2, given in e:
1 C -0.54
2 H 0.31

***

Least stable structure: i

***

i.
A 2-piece molecular cluster, C3H8F2O overall. Source: the Open Molecules 2025 dataset; level of theory: ωB97M-V/def2-TZVPD.

CARTESIAN COORDINATES (ANGSTROEM)
1 H -1.491 1.702 0.521
2 F 0.343 -2.305 -0.218
3 C -0.895 -1.922 0.179
4 H -0.831 -1.349 1.124
5 H -0.361 2.325 -0.722
6 C -0.434 1.737 0.208
7 H 1.648 -0.675 -0.521
8 F -1.659 -3.028 0.356
9 H 0.149 2.247 0.994
10 H 2.016 0.833 0.373
11 H -1.352 -1.263 -0.584
12 H 1.506 0.911 -1.342
13 O 0.003 0.406 0.018
14 C 1.357 0.381 -0.387

Its structure (SMILES) is COC.FCF. The calculation puts the lowest unoccupied orbital energy at 0.9 eV. Its HOMO energy is -10.26 eV.

Here are the Mulliken charges for atoms 1 to 2, given in e:
1 H 0.23
2 F -0.24

***

ii.
A 2-piece molecular cluster, C3H8F2O overall. Source: the Open Molecules 2025 dataset; level of theory: ωB97M-V/def2-TZVPD.

CARTESIAN COORDINATES (ANGSTROEM)
1 F 0.717 -0.669 1.255
2 H 0.007 0.810 0.186
3 H -0.705 2.437 2.059
4 H 0.830 2.642 2.225
5 C 0.758 0.001 0.078
6 H -1.251 -1.844 0.122
7 F 1.920 0.480 -0.242
8 C 0.396 -0.942 -1.026
9 H -1.525 -2.101 -1.630
10 H 1.200 -1.698 -1.115
11 H -1.689 -0.460 -0.929
12 O 0.028 3.052 1.827
13 H 0.430 -0.305 -1.930
14 C -1.117 -1.402 -0.880

Its structure (SMILES) is CCC(F)F.O. The calculation puts the lowest unoccupied orbital energy at 0.8 eV. Its HOMO energy is -11.52 eV.

Here are the Mulliken charges for atoms 1 to 2, given in e:
1 F -0.28
2 H 0.24

***

Least stable structure: i

***

i.
An isolated ion of composition C9H11N2O and charge +1. Source: the Open Molecules 2025 dataset; level of theory: ωB97M-V/def2-TZVPD.

CARTESIAN COORDINATES (ANGSTROEM)
1 C 1.890 0.147 -1.399
2 C 0.830 0.278 -0.573
3 H 0.154 -0.809 -4.239
4 N 0.886 0.393 0.861
5 H -1.664 -0.820 -2.737
6 C 1.682 -0.218 -2.695
7 H 0.684 -1.342 2.336
8 H -0.761 2.380 2.077
9 H 2.613 -0.261 -3.172
10 H -0.506 -0.609 3.428
11 H -2.091 1.057 0.075
12 C -0.469 -0.011 -1.020
13 O -1.338 1.046 3.540
14 C -0.704 -0.502 -2.287
15 C -0.898 1.419 2.476
16 H 1.407 1.147 1.291
17 H -1.992 -0.857 0.362
18 H 2.879 0.250 -1.112
19 N -0.224 -0.929 2.367
20 C -1.540 0.082 0.026
21 H -0.844 -1.756 2.079
22 C 0.385 -0.426 -3.164
23 C -0.379 0.338 1.480

The charge is +1. Its structure (SMILES) is [NH3+][C@]1(C=O)Cc2ccccc2N1. The calculation puts the lowest unoccupied orbital energy at -4.0 eV. Its HOMO energy is -12.20 eV.

Here are the Mulliken charges for atoms 1 to 2, given in e:
1 C -0.53
2 C 0.07

***

ii.
An isolated ion of composition C9H11N2O and charge +1. Source: the Open Molecules 2025 dataset; level of theory: ωB97M-V/def2-TZVPD.

CARTESIAN COORDINATES (ANGSTROEM)
1 H 0.502 1.209 -1.430
2 H -0.243 -1.996 -1.442
3 C -0.629 -0.213 -0.300
4 H -1.827 -1.057 -1.850
5 H -0.278 2.972 1.978
6 C -1.838 0.549 0.183
7 C -1.684 1.649 0.877
8 N 0.941 -1.918 0.499
9 H -0.272 -0.514 -2.327
10 O -1.034 -1.936 1.449
11 C 0.688 1.734 0.677
12 H 1.113 -2.910 0.964
13 H 2.521 0.481 -1.026
14 H 1.664 2.058 0.915
15 H -2.476 2.259 1.387
16 C -0.320 -1.346 0.703
17 H -2.920 0.165 0.216
18 C -0.396 2.172 1.260
19 C -0.781 -1.023 -1.618
20 C 0.586 0.701 -0.431
21 N 1.777 -0.097 -0.510
22 C 1.955 -1.287 -0.161
23 H 2.949 -1.653 -0.016

The charge is +1. Its structure (SMILES) is C[C@]12C=CC=C[C@H]1[NH+]=CNC2=O. The calculation puts the lowest unoccupied orbital energy at -4.3 eV. Its HOMO energy is -12.77 eV.

Here are the Mulliken charges for atoms 1 to 2, given in e:
1 H 0.39
2 H 0.35

***

Least stable structure: i

***

i.
C9H40O11 as an isolated structure. Source: the Open Molecules 2025 dataset; level of theory: ωB97M-V/def2-TZVPD.

CARTESIAN COORDINATES (ANGSTROEM)
1 O 1.794 -1.221 -2.339
2 H -2.747 -0.178 2.499
3 H -2.217 -0.708 -2.191
4 C -1.712 1.436 1.626
5 H -0.199 -1.122 -2.799
6 H -1.526 -1.587 1.574
7 H -0.368 -0.624 0.041
8 H 0.759 -1.622 2.529
9 H -2.533 3.176 1.796
10 H -3.969 -1.500 1.261
11 C -2.288 0.871 -1.140
12 H 0.947 -5.267 -0.490
13 O 0.560 -4.391 -0.433
14 C 1.963 0.157 -2.692
15 H -2.434 -0.359 0.761
16 H 0.861 0.151 1.814
17 O 3.681 1.772 -1.137
18 H 2.244 -3.727 0.455
19 H -1.588 0.957 0.655
20 H 2.952 0.556 -2.468
21 H 1.284 0.722 -2.053
22 H 1.170 0.149 -0.508
23 H 3.310 2.423 -1.737
24 H 0.605 1.681 0.920
25 H 3.337 0.762 0.555
26 H -1.671 1.630 -1.621
27 O 0.799 -0.705 2.258
28 H 0.891 -1.362 -2.047
29 C -1.906 0.473 2.738
30 H 1.760 -1.255 -0.532
31 H 1.833 0.975 -0.258
32 C 1.071 -2.019 -0.171
33 H 0.108 -1.823 -0.643
34 O -3.352 -2.136 0.892
35 H 2.516 2.379 0.477
36 O 0.622 2.672 -1.122
37 C 0.208 0.299 -0.018
38 O -1.760 -0.409 -1.401
39 H -0.378 0.943 -0.673
40 O 0.753 2.622 0.826
41 H -1.060 -0.167 2.990
42 H 2.281 -3.483 -1.261
43 H -2.421 1.036 -0.071
44 H -3.274 0.972 -1.594
45 O 0.421 0.816 1.280
46 C 2.784 1.471 -0.062
47 H 0.247 3.017 1.536
48 H -1.633 -1.682 -0.215
49 H 1.274 -0.266 2.964
50 H -0.776 1.971 1.784
51 H -0.317 2.787 -1.271
52 H 0.932 -1.702 0.862
53 H 0.718 2.689 -0.170
54 O 0.051 -0.734 -1.961
55 C 1.621 -3.450 -0.395
56 O -2.777 2.345 1.381
57 H 1.737 0.406 -3.729
58 H -2.270 0.966 3.639
59 H -0.763 -0.373 -1.611
60 C -2.156 -1.411 0.702

The calculation puts the lowest unoccupied orbital energy at -0.3 eV. Its HOMO energy is -7.77 eV.

Here are the Mulliken charges for atoms 1 to 2, given in e:
1 O -0.73
2 H 0.47

***

ii.
A 11-piece molecular cluster, C9H40O11 overall. Source: the Open Molecules 2025 dataset; level of theory: ωB97M-V/def2-TZVPD.

CARTESIAN COORDINATES (ANGSTROEM)
1 O -24.783 12.713 -7.687
2 O -19.657 13.629 -3.130
3 C -18.761 10.578 3.113
4 O -22.926 15.198 1.948
5 O -24.818 16.575 -3.114
6 C -24.782 12.718 -6.284
7 C -25.928 11.838 -5.839
8 H -21.509 13.077 -2.508
9 H -22.294 15.501 -4.999
10 H -23.140 11.454 -2.283
11 H -23.623 15.438 0.148
12 H -24.454 15.991 -6.312
13 H -26.893 12.190 -6.203
14 H -17.471 11.401 1.343
15 H -23.481 14.393 -0.938
16 H -19.152 9.941 0.975
17 C -24.229 15.809 -4.148
18 H -19.162 12.047 -2.114
19 O -22.140 13.242 -1.807
20 H -18.823 11.445 3.771
21 H -21.248 10.534 1.860
22 H -22.354 15.363 -3.128
23 H -24.825 11.862 0.182
24 H -25.764 10.782 -6.055
25 H -22.295 16.880 -3.919
26 H -20.170 14.806 0.900
27 H -21.627 13.660 -1.116
28 H -20.867 12.033 2.358
29 H -24.771 15.981 -2.361
30 C -24.768 16.493 -5.397
31 H -22.562 12.810 -6.159
32 H -22.219 14.901 1.376
33 H -23.315 11.782 0.096
34 H -18.701 11.748 -0.704
35 C -19.192 10.807 1.635
36 O -24.032 11.919 0.716
37 H -24.571 14.775 -4.195
38 H -19.442 9.891 3.616
39 O -18.670 11.409 -1.598
40 H -25.929 11.734 -4.754
41 O -18.319 11.811 1.157
42 C -20.584 11.345 1.561
43 H -19.031 13.530 -3.848
44 H -17.833 10.031 3.278
45 H -24.665 11.785 -7.903
46 H -25.856 16.476 -5.460
47 H -24.400 17.514 -5.498
48 H -19.621 14.560 -2.907
49 H -22.478 10.255 -2.928
50 O -24.120 14.975 -0.526
51 H -23.187 14.415 2.434
52 H -20.324 15.573 -0.396
53 O -23.126 10.497 -2.267
54 O -20.724 14.875 0.122
55 H -25.077 13.724 -5.985
56 H -23.120 11.263 -5.972
57 H -20.784 11.687 0.545
58 C -23.422 12.285 -5.745
59 H -23.263 12.352 -4.669
60 C -22.670 15.864 -4.043

Its structure (SMILES) is CC(C)O.CC(C)O.CC(C)O.O.O.O.O.O.O.O.O. The calculation puts the lowest unoccupied orbital energy at -0.4 eV. Its HOMO energy is -9.70 eV.

Here are the Mulliken charges for atoms 1 to 2, given in e:
1 O -0.60
2 O -0.56

***

Least stable structure: i